Record 1
19
Properties=species:S:1:pos:R:3:forces:R:3 method="wB97M-V/def2-TZVPD" charge=+1 orbital_gap_ev=6.393 multiplicity=1 lumo_energy_ha=-0.2418 homo_ev=-12.973
C 1.8439 -1.2102 0.6771 1.0090 -0.7709 -0.3578
C 1.8306 -0.2321 -0.6347 1.3658 -1.0806 -0.2801
O 1.7437 1.2060 -0.3563 -1.8692 -1.5697 0.4940
C 0.5532 1.5728 0.4184 -0.4534 1.0676 0.4558
C -0.8633 0.9555 -0.1222 -0.6783 2.0235 0.6332
O -1.3388 -0.0528 0.8411 -3.2511 -0.6721 -2.8624
C -2.6401 -0.6313 0.4323 -2.7154 -4.2606 1.3135
O -3.0236 -1.8242 0.9495 2.8331 7.5240 -3.4114
O -3.5315 0.0564 -0.5591 4.5771 -2.6485 1.5866
H 1.5127 -0.7149 1.6827 0.3044 -1.0210 -2.1422
H 1.2351 -2.1849 0.3967 1.0484 2.0997 0.9624
H 2.9653 -1.5810 0.8483 -2.4784 0.9121 -0.3406
H 1.0263 -0.6230 -1.4259 1.3138 1.0491 1.6477
H 2.8793 -0.3990 -1.1810 -2.4102 0.6855 1.1389
H 0.6616 1.3553 1.5865 -0.2959 0.1138 -2.6054
H 0.4510 2.7592 0.3451 0.4073 -2.6889 -0.0571
H -0.8178 0.5436 -1.2281 0.2507 0.5390 1.8222
H -1.6559 1.8465 -0.1232 1.7347 -1.9984 -0.1351
Yb -2.8315 -0.8421 -2.5473 -0.6926 0.6964 2.1379

---

Record 2
19
Properties=species:S:1:pos:R:3:forces:R:3 method="wB97M-V/def2-TZVPD" charge=0 orbital_gap_ev="8.732 / 5.930" multiplicity=2 lumo_energy_ha="0.0127 / -0.0349" e_above_lowest_kj_mol=607.5 homo_ev="-8.386 / -6.880" s_squared=1.79
H 0.0329 0.9198 -1.5599 -0.1923 0.3558 -1.3266
C -0.1111 -0.0748 -1.1907 1.3396 0.6818 -0.6855
C 1.1423 -0.8575 -1.2060 1.1806 0.2995 0.3537
O 1.5490 -0.8992 0.1474 2.5890 -0.6402 2.0254
O 3.0190 -0.4740 0.3439 -0.6697 -1.6046 -0.5047
C -1.0750 -0.0427 -0.1939 -2.6052 1.1450 2.2167
C -2.3475 0.3038 -0.6750 4.0508 -1.0892 -0.5936
O -3.4260 -0.1090 -0.0569 -3.5194 0.3663 -0.3990
C -0.8726 -0.1996 1.3536 -0.3408 -0.9660 -0.3518
O 2.6850 2.6142 1.9638 -3.8722 -0.3220 -5.0611
O 1.8945 2.5515 0.9310 3.8544 0.2940 5.0454
H 1.1350 -1.8905 -1.6471 -0.1071 0.8887 0.2387
H 1.9148 -0.2051 -1.6117 -0.0615 -0.4181 -1.0144
H 3.5962 -1.3084 0.4556 -1.8758 1.2941 -0.3356
H -2.4070 0.5716 -1.7320 -0.2433 0.0053 0.1683
H -4.1567 -0.0407 -0.7386 0.9060 -0.1154 1.6183
H 0.0785 0.0494 1.8386 0.0864 0.0581 -1.0822
H -1.5961 0.3230 1.9673 -0.6008 0.4045 -0.5019
H -1.0551 -1.2317 1.6104 0.0815 -0.6375 0.1901

---

Record 3
20
Properties=species:S:1:pos:R:3:forces:R:3 method="wB97M-V/def2-TZVPD" charge=0 orbital_gap_ev=9.555 smiles=O[C@H]1CO[C@H]2COP3O[C@@]213.O multiplicity=1 lumo_energy_ha=0.0078 e_above_lowest_kj_mol=258.1 homo_ev=-9.343
O 1.5759 -2.0956 -0.2053 1.0266 0.1131 -1.3399
C 1.3826 -0.7827 -0.6301 -0.0804 1.7226 -0.1243
C 0.1260 -0.3085 -1.4606 0.0198 -0.1418 -0.1111
O -0.7038 0.5793 -0.6695 1.9353 -0.5429 -0.0683
C 0.2754 1.2174 0.1609 -1.3947 3.1452 -1.7344
C -0.4241 1.7149 1.4216 -1.9885 0.8139 1.2768
O 0.2583 1.0914 2.5300 -0.4235 0.8170 0.6565
P 1.4326 0.0312 2.2167 -0.1524 -0.6594 0.4822
O 2.4557 0.7731 1.1428 1.2470 1.2391 0.1277
C 1.3332 0.2766 0.4839 -0.1948 -2.8580 -0.9123
H 0.8908 -2.2759 0.3878 -1.6732 -0.6370 1.3119
H 2.2480 -0.6434 -1.2325 0.7585 0.5987 -0.6460
H 0.3600 0.1725 -2.4183 0.6561 0.4030 0.3842
H -0.4639 -1.1121 -1.7896 -0.9609 -1.3803 -0.0018
H 0.7868 2.1101 -0.4257 -1.0996 -1.2992 0.9629
H -1.6202 1.4528 1.5685 3.0978 0.4621 -0.8907
H -0.3521 2.8428 1.5155 0.0150 -1.3617 0.0824
O -0.7360 -1.5328 0.9360 -3.6779 -1.5997 1.8349
H -0.8977 -2.3051 1.5801 0.4708 1.5932 -1.2679
H -1.7021 -1.2188 0.8091 2.4192 -0.4278 -0.0228

---

What are the energy values for these records? In order: -45038.6094 -15557.3354 -24855.2619 eV.